Formula: C56H68N5O
Source: the Open Molecules 2025 dataset
Level of theory: the ωB97M-V functional and the def2-TZVPD basis

Calculated values
- Orbital gap: 6.79 eV
- Total charge: +1
- E_tot: -68667.023 eV

XYZ file:
```
130
Properties=species:S:1:pos:R:3:forces:R:3:lowdin_charge:R:1
O -6.478637 2.519740 4.527276 0.765 -0.859 -0.968 0.093
N -4.235292 0.789217 2.418635 0.297 -0.048 -0.184 -0.007
N 2.903178 0.402408 -1.023192 -0.912 -2.356 0.324 0.064
N 3.202038 -0.856756 -0.672767 -1.994 0.752 -0.530 0.220
N 2.070928 -1.367896 -0.170801 0.729 1.477 -1.381 0.045
N -6.445969 0.939310 2.845916 0.166 0.564 0.663 -0.041
C 3.426212 -0.894495 -4.354245 0.291 -0.115 0.050 -0.046
C 2.257921 -5.488481 0.829385 0.076 0.264 0.021 -0.028
C -5.817034 -0.854703 1.306835 0.157 0.091 0.272 0.007
C 1.707284 4.242231 -1.864541 -0.371 -0.031 0.083 -0.052
C -0.184322 2.177552 -1.833027 0.626 -0.504 0.044 0.002
C -3.723927 -1.552314 -2.907724 0.228 0.058 0.190 -0.016
C -3.184919 -1.494445 -1.626604 -0.018 -0.016 -0.215 -0.040
C 1.487961 -3.759044 -0.683868 0.206 0.332 -0.192 -0.106
C -5.868752 1.812159 3.731584 -0.718 0.363 0.521 -0.376
C 4.225963 -2.570781 3.315852 -0.064 0.076 0.067 -0.067
C -2.621665 0.182283 0.634243 -0.205 1.383 0.065 -0.069
C 5.223301 -2.191824 1.039805 0.287 -0.176 -0.383 -0.069
C 3.010265 -4.537245 1.520382 -0.154 -0.317 -0.088 -0.018
C 5.690469 2.252647 0.994734 -0.121 0.119 0.183 -0.051
C 5.787986 2.495968 -2.048494 0.030 -0.068 -0.527 -0.024
C -1.567030 -0.815804 0.127301 -2.689 -0.982 -1.047 -0.261
C -7.887762 0.939961 2.716688 -0.091 -0.027 -0.253 -0.013
C -4.407364 4.247304 7.085863 0.059 -0.207 -0.116 -0.074
C 1.027185 -0.430258 -0.194703 0.897 -0.988 0.637 -0.082
C 5.666455 1.100709 -0.004396 -0.365 0.035 -0.078 -0.380
C 3.829838 1.123454 -1.859619 1.501 0.299 -0.538 -0.107
C -0.382004 3.294205 -2.649572 0.102 0.140 0.390 -0.056
C 1.981714 -3.830952 -3.165158 0.325 -0.083 0.108 -0.046
C 1.565255 0.698702 -0.739335 1.143 0.364 -0.450 -0.067
C 1.052912 1.994430 -1.166593 -0.537 1.593 -0.303 -0.135
C 0.976455 -3.436437 -2.081717 -0.440 0.363 0.311 -0.372
C 5.416487 2.860195 -3.337003 -0.009 0.173 0.258 -0.029
C -5.756046 1.556416 0.583359 -0.186 0.040 -0.065 0.008
C -4.532001 2.242068 8.436470 0.076 0.276 -0.186 -0.080
C -2.949908 -1.199150 -4.015552 0.356 0.036 0.104 -0.271
C -0.383339 -4.072894 -2.368786 -0.189 0.003 0.085 -0.054
C 2.948990 -3.186201 1.194637 0.106 0.262 0.109 -0.126
C -3.529603 -1.096029 -5.397505 -0.139 -0.108 -0.266 -0.048
C -4.186874 1.475625 7.319621 -0.192 0.276 -0.090 -0.047
C -5.545597 0.587957 1.757468 0.088 0.040 -0.439 -0.471
C 1.928227 3.102346 -1.101397 -0.067 -0.310 -0.098 -0.026
C -1.597924 -0.919607 -3.800025 0.042 -0.110 0.495 -0.032
C 7.099312 0.585564 -0.223937 -0.077 -0.152 -0.180 -0.058
C -4.070945 3.476859 5.968103 0.019 -0.209 0.450 -0.048
C -1.865685 -1.085765 -1.382786 -0.088 0.183 0.210 -0.174
C -3.991807 2.081032 6.073800 0.097 0.272 0.043 -0.229
C 3.933912 -2.224160 1.852786 -0.326 0.031 0.318 -0.376
C -4.353906 1.689723 3.562039 -0.139 0.515 0.113 -0.186
C 0.563207 4.325229 -2.669414 0.250 -0.275 0.044 -0.061
C 2.087109 -2.783601 0.159556 0.448 -1.124 -0.025 -0.074
C 2.037469 1.009131 -5.249830 -0.142 0.001 0.007 -0.060
C 1.538272 -5.100951 -0.298009 0.215 0.120 0.306 -0.016
C 2.636486 0.365212 -3.999756 -0.381 0.586 0.401 -0.359
C 5.053612 1.560950 -1.322459 -0.168 0.300 0.265 -0.129
C -3.003279 0.396935 1.931468 0.618 -0.089 -0.560 -0.076
C -0.192014 -0.679085 0.619854 1.867 -0.206 1.812 -0.068
C 3.562129 1.313418 -3.236650 -0.284 -0.335 0.163 -0.124
C -4.662098 3.633087 8.317604 0.127 -0.244 -0.207 -0.086
C -3.710572 1.202713 4.864841 0.189 -0.477 0.160 -0.088
C 4.323521 2.243593 -3.937617 0.192 -0.215 0.044 -0.017
C -1.050321 -0.873188 -2.507734 -0.268 0.222 0.177 -0.080
H 4.683262 2.655922 1.149988 0.154 0.014 0.072 0.076
H -6.659221 1.254343 0.034810 0.235 0.260 0.045 0.087
H -4.583052 -1.387995 -5.411569 0.137 0.045 0.011 0.079
H 2.114032 -4.921450 -3.199923 -0.045 0.242 0.020 0.093
H 3.297571 -2.780958 3.859413 0.222 0.006 -0.010 0.090
H 2.811795 1.166266 -6.014841 -0.308 -0.054 0.150 0.084
H -0.945158 1.401743 -1.740346 0.244 0.245 -0.368 0.096
H 4.722972 -1.721677 3.801282 -0.051 -0.226 -0.088 0.086
H 0.419467 5.197239 -3.306485 -0.015 -0.249 0.124 0.112
H -3.459164 -0.073165 -5.787993 -0.023 -0.147 0.168 0.087
H -3.936928 2.679615 3.309270 -0.217 -0.190 0.037 0.156
H -2.238161 0.301407 2.715740 -0.454 -0.652 0.070 0.119
H 1.636529 -3.495781 -4.153375 0.014 -0.111 0.287 0.082
H 5.687498 -3.188200 0.994839 -0.133 0.227 0.084 0.100
H -2.997709 -1.734659 -6.109398 -0.033 0.013 0.107 0.084
H -4.704568 1.754113 9.396776 0.029 0.151 -0.269 0.103
H 4.274084 -0.639267 -5.008564 -0.258 -0.059 0.147 0.100
H 3.504930 -1.213822 1.829818 -0.024 -0.105 0.082 0.125
H -4.104626 0.388188 7.394680 -0.063 0.318 0.058 0.111
H -4.901857 1.530987 -0.098887 -0.277 0.011 0.071 0.067
H 0.012439 -0.618128 -2.405185 -0.682 -0.026 -0.086 0.074
H 2.794645 -1.628368 -4.869043 0.129 0.202 0.088 0.075
H -5.899270 2.579597 0.959722 0.139 -0.216 -0.162 0.102
H 0.047957 -1.620575 1.149911 0.061 0.395 -0.163 0.137
H -8.319543 1.147193 3.700600 0.141 -0.050 -0.259 0.101
H 1.268203 0.351118 -5.673699 0.198 0.142 0.018 0.078
H 2.282246 -6.533381 1.141414 0.048 0.282 -0.156 0.118
H -4.761571 -1.853844 -3.037078 0.160 0.096 -0.018 0.118
H 3.838697 -1.359980 -3.449372 -0.070 0.040 -0.218 0.068
H -8.218358 -0.038807 2.363877 -0.062 0.112 0.068 0.088
H -4.094929 0.192163 5.081224 0.133 0.245 -0.131 0.132
H -3.895847 3.957783 5.004069 -0.112 -0.048 0.352 0.109
H -0.782319 -3.712580 -3.327332 0.122 -0.136 0.244 0.086
H -1.102837 -3.810681 -1.584808 0.049 -0.103 -0.177 0.084
H 7.763908 1.404836 -0.529449 -0.141 -0.230 0.122 0.080
H -3.045388 0.820160 -0.149173 -0.564 -0.833 0.244 0.098
H -0.300815 -5.167100 -2.412974 -0.066 0.258 -0.061 0.081
H 2.439138 5.050947 -1.852942 -0.284 -0.190 0.070 0.116
H -4.483877 5.332319 6.980050 -0.009 -0.365 0.093 0.105
H -0.949955 -0.722850 -4.652117 -0.093 0.042 0.101 0.111
H -0.208792 0.079128 1.425837 0.237 -0.134 -0.371 0.145
H 4.990947 -1.873261 0.017347 0.450 -0.236 0.315 0.057
H 5.949255 -1.494018 1.475187 -0.150 -0.177 -0.019 0.078
H 5.044613 0.280919 0.374229 0.263 0.240 0.118 0.086
H 4.094101 2.442674 -4.984805 0.120 -0.076 0.349 0.115
H -5.936411 -1.503449 2.185268 0.122 0.133 -0.261 0.101
H -3.818498 -1.736466 -0.772455 0.174 0.052 -0.302 0.097
H -4.960563 4.236194 9.178095 0.137 -0.219 -0.271 0.103
H -1.266434 3.349957 -3.286719 0.153 0.046 0.376 0.115
H -5.001477 -1.222839 0.679623 -0.208 0.081 0.141 0.049
H 0.854242 -2.350523 -2.106781 -0.002 -0.167 -0.223 0.088
H -2.623102 1.098165 4.718219 -0.243 0.073 0.045 0.116
H 6.684166 2.909419 -1.587885 -0.179 -0.080 -0.285 0.116
H 4.894224 -3.439510 3.391935 -0.192 0.223 0.050 0.082
H 1.570902 1.972943 -5.006578 0.088 -0.194 -0.117 0.085
H 7.500045 0.153340 0.700111 -0.097 0.124 -0.133 0.081
H 1.809509 0.090018 -3.324680 0.108 -0.015 -0.213 0.111
H 6.010854 3.585754 -3.889452 -0.162 -0.120 0.112 0.117
H 7.138301 -0.183037 -1.004958 -0.018 0.103 0.146 0.093
H 2.959761 -3.375563 -2.972954 -0.122 -0.156 -0.074 0.069
H -8.227440 1.713877 2.012645 -0.005 -0.147 0.160 0.100
H 2.807786 3.030018 -0.461244 -0.122 0.098 -0.318 0.113
H 6.329599 3.062634 0.614111 -0.183 -0.179 0.216 0.086
H -6.747187 -0.866423 0.721277 0.313 -0.110 0.169 0.087
H 1.058811 -5.855381 -0.925119 0.145 0.279 0.233 0.120
H -1.933990 -1.732500 0.625016 0.244 0.076 -0.420 0.145
H 6.084271 1.919064 1.961779 -0.045 0.113 -0.157 0.089
H 3.692835 -4.852070 2.308730 -0.298 0.030 -0.156 0.117
```
Positions in Å, forces in eV/Å.